54
Properties=species:S:1:pos:R:3:forces:R:3 method="wB97M-V/def2-TZVPD" charge=+1 total_energy_ha=-11899.04394 e_lumo_ev="-6.21 / -6.23" homo_ha="-0.3940 / -0.3930" multiplicity=2 gap_ev="4.51 / 4.46" e_above_lowest_kcal_mol=44.0 max_force_ev_per_a=2.06
Ir -0.0059 0.6278 0.4444 0.6 -1.2 1.4
O 0.0021 -1.4837 3.9890 0.1 0.0 -0.1
C 0.2744 -0.9554 2.9248 0.4 -0.1 0.1
N -0.4171 -0.0326 2.2664 -1.0 0.2 -0.2
C -1.4829 0.7048 2.9169 0.0 -0.1 -0.3
C -1.3041 2.1453 2.5164 0.1 0.1 0.1
C -1.9368 3.2036 3.1373 0.0 0.0 0.0
C -1.7183 4.4902 2.6742 0.0 0.0 0.0
C -0.8459 4.6945 1.6172 0.1 0.1 0.1
C -0.2380 3.6024 1.0401 0.1 -0.1 0.0
N -0.4718 2.3549 1.4735 0.0 0.1 0.1
C 1.5709 -1.1815 2.2046 0.3 0.0 0.0
C 2.4128 -2.2186 2.5454 0.1 0.0 0.0
C 3.6238 -2.3396 1.8847 0.0 0.0 0.0
C 3.9659 -1.3866 0.9367 0.1 0.0 0.1
C 3.0738 -0.3703 0.6560 0.0 0.3 0.0
N 1.8875 -0.2697 1.2648 -0.3 0.5 -0.6
H -1.4373 0.5680 3.9964 0.1 0.0 0.0
H -2.4645 0.3557 2.5807 -0.1 0.0 0.0
H -2.5894 3.0145 3.9791 0.0 0.0 0.0
H -2.2263 5.3286 3.1326 0.0 0.0 0.0
H -0.6368 5.6830 1.2363 -0.1 0.0 -0.1
H 0.4589 3.7014 0.2186 -0.1 0.0 -0.1
H 2.0978 -2.9039 3.3207 0.0 0.0 0.0
H 4.2961 -3.1568 2.1097 0.0 0.0 0.0
H 4.9141 -1.4258 0.4192 0.0 0.0 0.0
H 3.3157 0.4000 -0.0653 -0.1 0.0 0.0
Br -2.9630 3.4330 -5.2843 0.0 -0.1 0.1
C -2.6258 2.5976 -3.6600 0.4 -0.3 -0.1
C -3.7361 2.0797 -2.8605 -0.1 0.1 -0.1
Br -5.5006 2.2465 -3.4244 0.2 0.0 0.1
C -3.4732 1.4794 -1.6920 -0.2 -0.2 0.2
Br -2.2751 4.9930 -1.5616 0.2 -0.7 0.2
C -2.2205 1.2916 -1.1340 -1.3 -0.3 1.5
O -1.9503 0.7324 -0.0111 -0.4 0.7 -1.6
C -1.1036 1.7652 -1.9427 1.3 0.8 -0.2
O 0.0331 1.5226 -1.4864 0.1 0.2 -0.3
C -1.3536 2.4311 -3.1949 -0.1 0.1 -0.7
Br 0.1518 2.9853 -4.1554 -0.1 0.0 0.2
N 1.5456 -5.2774 -3.2844 0.0 0.0 0.0
C 1.3784 -5.0253 -1.9656 0.0 0.0 -0.1
O 1.6278 -5.8096 -1.0776 -0.1 0.0 0.0
C 0.8895 -3.6424 -1.6083 0.1 0.0 0.1
C 1.5120 -2.4947 -2.0788 -0.1 0.0 -0.1
C 1.1591 -1.2749 -1.5383 -0.1 0.0 -0.1
N 0.2183 -1.1616 -0.5920 -0.2 -0.1 0.0
C -0.4474 -2.2597 -0.2013 -0.1 0.0 0.0
C -0.1245 -3.5143 -0.6702 0.0 0.0 0.0
H 1.8426 -6.2006 -3.5565 0.0 0.0 0.0
H 1.2312 -4.6458 -3.9987 0.0 0.0 0.0
H 2.2919 -2.5428 -2.8271 0.0 0.0 0.0
H 1.6449 -0.3589 -1.8467 0.0 0.0 0.0
H -1.2370 -2.1106 0.5235 0.1 0.0 0.1
H -0.6345 -4.3890 -0.2911 0.0 0.0 0.0



16
Properties=species:S:1:pos:R:3:forces:R:3 method="wB97M-V/def2-TZVPD" total_energy_ha=-900.88932 e_lumo_ev="0.46 / -2.64" homo_ha="-0.2678 / -0.3659" multiplicity=3 gap_ev="7.75 / 7.32" max_force_ev_per_a=5.16
C 1.5880 0.2639 1.0309 -4.2 -3.0 -0.3
C -0.4761 -1.2425 -0.4642 3.2 -2.9 -2.8
C -0.5317 1.8579 -1.3611 -0.2 -3.3 3.3
O -0.9699 3.2003 -3.5449 -2.9 1.6 -2.5
O 1.8671 0.1792 -1.9365 0.1 0.1 -0.7
Si 0.9947 -0.0905 -0.7291 1.0 -0.9 1.3
P 0.1329 2.6925 -2.7500 3.2 -0.7 1.2
H 2.4478 -0.2686 1.2955 1.4 -1.1 0.1
H 1.7326 1.2245 1.3654 -0.1 2.4 0.7
H 0.6699 -0.3119 1.5831 2.2 1.8 -0.6
H -1.2827 -0.6971 -0.2659 -3.6 2.1 1.2
H -0.7308 -1.9034 -1.3386 0.3 0.9 0.4
H -0.2833 -1.9724 0.2946 0.2 -0.1 0.9
H -0.0659 1.9046 -0.3493 0.4 0.9 -0.7
H -0.6557 0.7389 -1.4405 0.4 0.7 -1.2
H -1.5401 1.8946 -1.0374 -1.5 1.6 -0.4